[1]
The following is a quantum chemistry calculation of a 6-piece molecular cluster, C21H30O18 overall in a non-equilibrium geometry, from the OMol25 dataset.

For the HOMO energy, the calculation gives -0.3866 Eh. The charge is 0. Its LUMO energy is 0.110 eV. As for the SMILES: C[C@H]1COC(=O)O1.C[C@H]1COC(=O)O1.C[C@H]1COC(=O)O1.O=C1OCCO1.O=C1OCCO1.O=C1OCCO1.

CARTESIAN COORDINATES (ANGSTROEM)
1 C -10.92 0.69 -14.97
2 C -10.54 -0.35 -13.95
3 C -11.41 -0.49 -12.71
4 O -11.16 -1.85 -12.38
5 C -10.73 -2.52 -13.47
6 O -10.45 -3.68 -13.46
7 O -10.51 -1.68 -14.52
8 H -11.97 0.53 -15.22
9 H -10.25 0.67 -15.83
10 H -10.81 1.69 -14.55
11 H -9.51 -0.19 -13.60
12 H -12.46 -0.28 -12.90
13 H -11.04 0.24 -11.99
14 C -15.30 -10.97 -14.77
15 C -15.56 -12.24 -13.95
16 C -15.27 -11.98 -12.45
17 O -16.36 -12.64 -11.79
18 C -17.37 -12.82 -12.67
19 O -18.44 -13.25 -12.42
20 O -16.98 -12.36 -13.89
21 H -14.22 -10.83 -14.88
22 H -15.61 -10.09 -14.23
23 H -15.75 -11.02 -15.76
24 H -15.14 -13.15 -14.38
25 H -15.32 -10.93 -12.17
26 H -14.32 -12.44 -12.19
27 C -14.19 -3.18 -14.66
28 C -13.70 -3.35 -16.09
29 C -13.37 -2.09 -16.83
30 O -12.20 -2.48 -17.58
31 C -11.69 -3.62 -17.04
32 O -10.68 -4.12 -17.42
33 O -12.44 -3.98 -16.00
34 H -15.17 -2.71 -14.63
35 H -13.53 -2.63 -13.99
36 H -14.23 -4.17 -14.20
37 H -14.43 -3.91 -16.68
38 H -13.17 -1.17 -16.27
39 H -14.16 -1.81 -17.53
40 O -11.41 -13.10 -9.03
41 C -10.73 -12.38 -9.68
42 O -10.78 -11.03 -9.66
43 C -9.90 -10.49 -10.63
44 C -9.57 -11.71 -11.46
45 O -9.80 -12.80 -10.56
46 H -10.42 -9.84 -11.33
47 H -9.01 -10.05 -10.17
48 H -8.61 -11.76 -11.97
49 H -10.32 -11.84 -12.25
50 O -12.28 -9.72 -12.82
51 C -12.48 -8.66 -13.31
52 O -11.91 -7.48 -12.93
53 C -12.63 -6.43 -13.58
54 C -13.00 -7.14 -14.85
55 O -13.31 -8.42 -14.33
56 H -13.46 -6.08 -12.96
57 H -12.00 -5.56 -13.77
58 H -12.22 -7.09 -15.61
59 H -13.91 -6.72 -15.28
60 O -16.17 -6.31 -14.87
61 C -17.29 -6.32 -14.47
62 O -17.92 -7.43 -14.03
63 C -19.17 -7.11 -13.41
64 C -19.34 -5.62 -13.77
65 O -18.05 -5.22 -14.28
66 H -19.96 -7.69 -13.88
67 H -19.10 -7.20 -12.33
68 H -19.44 -5.08 -12.83
69 H -20.05 -5.39 -14.56


[2]
The following is a quantum chemistry calculation of C44H111AgClN7O19 as an isolated structure in a non-equilibrium geometry, from the OMol25 dataset.

Its multiplicity is 2. For the HOMO energy (alpha / beta), the calculation gives -0.3350 / -0.3350 Eh. The charge is +1. Its LUMO energy (alpha / beta) is -2.199 / -6.162 eV. The expectation value of S² is 0.753.

CARTESIAN COORDINATES (ANGSTROEM)
1 Ag -32.74 -4.43 18.43
2 Cl -30.57 -5.36 15.09
3 O -31.16 -4.86 16.32
4 O -31.58 -5.72 14.19
5 O -29.82 -4.31 14.48
6 O -29.70 -6.46 15.29
7 C -29.89 -6.04 11.26
8 O -29.37 -6.01 9.90
9 C -28.49 -7.08 9.64
10 C -27.83 -6.83 8.25
11 N -28.86 -6.46 7.22
12 C -28.30 -5.85 6.04
13 C -27.19 -6.65 5.33
14 O -27.24 -6.52 3.91
15 C -28.21 -7.31 3.16
16 H -29.14 -6.17 12.04
17 H -30.65 -6.83 11.34
18 H -30.44 -5.14 11.53
19 H -29.14 -7.96 9.67
20 H -27.67 -7.19 10.34
21 H -27.20 -7.65 7.91
22 H -27.15 -5.98 8.30
23 H -29.60 -6.03 7.75
24 H -27.83 -4.90 6.28
25 H -29.18 -5.69 5.43
26 H -27.27 -7.72 5.52
27 H -26.17 -6.43 5.63
28 H -28.00 -8.38 3.26
29 H -28.13 -7.03 2.11
30 H -29.22 -7.07 3.51
31 C -30.98 -1.95 12.89
32 O -31.22 -0.76 12.11
33 C -31.66 -1.11 10.84
34 C -32.10 0.17 10.04
35 N -30.88 1.00 10.01
36 C -31.22 2.44 9.68
37 C -31.74 2.57 8.25
38 O -33.11 2.09 8.14
39 C -33.60 2.26 6.80
40 H -30.24 -2.58 12.41
41 H -31.91 -2.46 13.14
42 H -30.54 -1.55 13.81
43 H -32.51 -1.79 10.91
44 H -31.00 -1.71 10.22
45 H -32.99 0.60 10.49
46 H -32.41 -0.21 9.07
47 H -30.48 0.89 10.93
48 H -30.21 2.84 9.75
49 H -31.88 2.97 10.37
50 H -31.10 2.02 7.56
51 H -31.71 3.61 7.93
52 H -33.05 1.60 6.13
53 H -33.59 3.31 6.51
54 H -34.61 1.84 6.76
55 C -33.43 -2.87 21.50
56 O -33.18 -2.91 20.03
57 C -33.69 -1.69 19.51
58 C -33.27 -1.44 18.08
59 N -33.75 -2.62 17.28
60 C -33.31 -2.44 15.88
61 C -33.95 -1.20 15.16
62 O -33.34 0.02 15.60
63 C -34.06 1.23 15.35
64 H -32.95 -3.77 21.86
65 H -34.48 -2.91 21.81
66 H -33.03 -2.03 22.06
67 H -33.42 -0.81 20.09
68 H -34.77 -1.68 19.60
69 H -32.23 -1.19 17.92
70 H -33.77 -0.50 17.87
71 H -34.71 -2.33 17.14
72 H -33.52 -3.29 15.23
73 H -32.22 -2.34 15.85
74 H -35.04 -1.18 15.23
75 H -33.73 -1.27 14.10
76 H -34.97 1.19 15.96
77 H -34.34 1.37 14.31
78 H -33.43 2.03 15.73
79 C -25.26 -3.72 21.58
80 O -25.73 -3.94 20.22
81 C -24.83 -3.39 19.23
82 C -25.55 -3.59 17.90
83 N -25.59 -4.99 17.57
84 C -26.48 -5.25 16.43
85 C -26.24 -6.62 15.84
86 O -24.98 -6.71 15.27
87 C -24.63 -8.06 14.94
88 H -24.27 -4.14 21.78
89 H -25.98 -4.20 22.24
90 H -24.99 -2.67 21.76
91 H -23.83 -3.81 19.22
92 H -24.63 -2.34 19.46
93 H -25.06 -3.09 17.06
94 H -26.55 -3.15 17.97
95 H -24.66 -5.28 17.28
96 H -26.49 -4.51 15.64
97 H -27.50 -5.32 16.82
98 H -26.99 -6.81 15.07
99 H -26.48 -7.34 16.63
100 H -24.50 -8.58 15.88
101 H -23.62 -8.09 14.55
102 H -25.41 -8.61 14.41
103 C -35.92 -4.77 19.85
104 O -34.57 -5.16 19.82
105 C -34.30 -6.38 20.56
106 C -32.79 -6.59 20.63
107 N -31.98 -6.35 19.39
108 C -32.24 -7.40 18.36
109 C -33.54 -7.19 17.47
110 O -33.87 -5.85 17.23
111 C -34.94 -5.72 16.28
112 H -36.07 -4.06 19.04
113 H -36.24 -4.41 20.82
114 H -36.49 -5.66 19.59
115 H -34.80 -7.28 20.20
116 H -34.64 -6.16 21.58
117 H -32.60 -7.60 21.00
118 H -32.37 -5.94 21.40
119 H -31.05 -6.61 19.69
120 H -32.28 -8.38 18.82
121 H -31.35 -7.40 17.73
122 H -34.37 -7.70 17.94
123 H -33.20 -7.68 16.56
124 H -35.15 -4.65 16.21
125 H -35.84 -6.19 16.67
126 H -34.67 -6.19 15.34
127 C -35.26 1.69 11.40
128 O -35.83 0.72 12.31
129 C -37.11 0.41 11.97
130 C -37.58 -0.79 12.79
131 N -36.63 -1.88 12.71
132 C -36.79 -2.73 11.51
133 C -35.84 -3.91 11.47
134 O -34.46 -3.54 11.52
135 C -33.60 -4.63 11.72
136 H -35.90 2.56 11.41
137 H -35.04 1.30 10.41
138 H -34.33 2.06 11.85
139 H -37.24 0.14 10.92
140 H -37.79 1.24 12.16
141 H -38.58 -1.16 12.54
142 H -37.76 -0.47 13.82
143 H -35.69 -1.53 12.59
144 H -36.67 -2.04 10.68
145 H -37.74 -3.23 11.35
146 H -36.02 -4.39 10.51
147 H -36.08 -4.66 12.22
148 H -33.57 -5.20 10.80
149 H -33.88 -5.27 12.55
150 H -32.59 -4.27 11.91
151 C -29.21 -9.59 12.95
152 O -28.15 -10.52 13.11
153 C -27.79 -11.29 11.91
154 C -26.63 -12.25 12.11
155 N -25.45 -11.59 12.58
156 C -24.38 -12.62 12.78
157 C -23.13 -11.90 13.31
158 O -23.23 -11.23 14.55
159 C -22.02 -10.65 15.06
160 H -30.16 -10.10 13.05
161 H -29.18 -9.04 12.01
162 H -29.04 -8.83 13.72
163 H -27.52 -10.56 11.15
164 H -28.69 -11.78 11.52
165 H -26.40 -12.63 11.11
166 H -26.94 -13.06 12.78
167 H -25.66 -11.01 13.38
168 H -24.10 -13.15 11.87
169 H -24.67 -13.35 13.54
170 H -22.66 -11.30 12.52
171 H -22.37 -12.67 13.46
172 H -21.28 -11.36 15.44
173 H -22.25 -10.00 15.91
174 H -21.55 -10.03 14.30
175 C -28.83 -3.93 20.11
176 C -29.53 -3.87 18.77
177 O -30.76 -3.20 18.85
178 H -28.61 -2.94 20.50
179 H -27.93 -4.55 20.09
180 H -29.44 -4.37 20.89
181 H -29.78 -4.88 18.45
182 H -28.92 -3.39 18.01
183 H -30.57 -2.27 19.00


| no. | electronic energy (hartree) |
| --- | --- |
| 1 | -2172.579453 |
| 2 | -4162.073035 |